# 1
C21H19NO6 in the gas phase, computed with ωB97M-V/def2-TZVPD.

Summary:
Energy relative to the best compared isomer or geometry (same formula, charge and spin): 42.43 kcal per mole
Structure (SMILES): COc1ccc(/C=C2\Oc3cc(OC(=O)N4CCOCC4)ccc3C2=O)cc1
Frontier orbital gap: 7.47 eV
Lowest unoccupied orbital energy: -0.462 eV
Spin multiplicity: 1

Geometry (Å):
C 4.021625 0.856856 7.702005
H 3.249565 1.385286 8.270110
O 3.806699 0.964586 6.314813
C 2.664700 0.459430 5.787673
C 1.657451 -0.172787 6.514626
C 0.536276 -0.647080 5.866020
C 0.375607 -0.510660 4.483293
C 1.397291 0.126265 3.763261
C 2.516263 0.599849 4.403109
H 3.305793 1.089760 3.855361
H 1.301583 0.242356 2.696662
C -0.817175 -1.023920 3.867137
C -1.194215 -0.995493 2.572715
C -2.467417 -1.569553 2.070571
O -3.323208 -2.125710 2.730744
C -2.412505 -1.292298 0.635346
C -3.278723 -1.553828 -0.417498
C -2.913927 -1.146421 -1.682480
C -1.700447 -0.482865 -1.900181
C -0.824785 -0.201115 -0.859675
C -1.204166 -0.624681 0.400933
O -0.480776 -0.442439 1.533917
H 0.111836 0.303239 -1.021947
O -1.485505 -0.086714 -3.202139
C -0.231217 0.076442 -3.712844
O 0.797845 -0.203077 -3.151029
N -0.302225 0.591466 -4.958598
C -1.555432 0.834373 -5.649222
H -2.022336 -0.115797 -5.938119
C -1.275658 1.673935 -6.892162
H -0.861800 2.646478 -6.586668
O -0.399467 1.037016 -7.797470
C 0.599645 0.246176 -7.176524
H 1.491565 0.320662 -7.803916
C 0.904432 0.705008 -5.755721
H 1.673502 0.079360 -5.299168
H 1.257666 1.742808 -5.761757
H 0.273406 -0.804114 -7.155643
H -2.202026 1.851162 -7.443595
H -2.241305 1.366917 -4.986306
H -3.553790 -1.327293 -2.531417
H -4.210049 -2.066787 -0.237810
H -1.533236 -1.507670 4.520203
H -0.237299 -1.135337 6.440714
H 1.739710 -0.298927 7.582817
H 4.058829 -0.189010 8.022546
H 4.987401 1.324145 7.887311

Cartesian forces (eV/Å) of the 2 atoms listed first:
0.0 0.0 0.2
0.0 0.0 0.0



# 2
A molecular structure, C21H20BrF8IrOSTe4, computed with ωB97M-V/def2-TZVPD.

Summary:
Energy relative to the best compared isomer or geometry (same formula, charge and spin): 50.44 kcal per mole
Total charge: -2
Frontier orbital gap (alpha / beta): 4.37 / 5.44 eV
Lowest unoccupied orbital energy (alpha / beta): 3.717 / 3.325 eV
Spin multiplicity: 5

Geometry (Å):
Ir 0.181067 -0.667778 0.142652
Te 0.741360 1.583270 -4.601498
Te 0.815131 2.727812 -7.044582
Te 2.917475 1.182174 -2.556482
Te 0.563976 0.258529 -2.011933
C -7.400153 -1.812290 2.745901
C -6.010891 -1.651484 3.365446
C -5.824852 -2.767585 4.402059
C -5.965852 -0.291622 4.080036
C -4.893925 -1.683346 2.322519
C -3.562356 -1.705528 2.729197
C -2.572821 -1.600621 1.781472
Br -0.738093 -1.600959 2.301992
C -2.791809 -1.416442 0.389943
O -1.804902 -1.232932 -0.419434
C -4.153410 -1.435539 -0.024184
C -5.133058 -1.586982 0.954234
C -4.609991 -1.319047 -1.489488
C -5.727315 -0.264996 -1.589871
C -5.158168 -2.689803 -1.917158
C -3.521140 -0.919585 -2.492195
H -8.151753 -1.780983 3.539368
H -7.495070 -2.766783 2.223480
H -7.625541 -1.005863 2.046220
H -6.666542 -2.777349 5.101800
H -4.913621 -2.630507 4.985548
H -5.771285 -3.741902 3.912771
H -6.751250 -0.224708 4.841110
H -6.109118 0.518145 3.362086
H -5.002567 -0.137771 4.568786
H -3.287125 -1.794169 3.773248
H -6.160768 -1.623663 0.616859
H -6.644498 -0.585974 -1.091881
H -5.963568 -0.073834 -2.639911
H -5.407160 0.674689 -1.136165
H -5.989977 -3.002251 -1.281146
H -4.373882 -3.445723 -1.844834
H -5.503341 -2.655943 -2.955324
H -3.092547 0.055227 -2.263283
H -3.974812 -0.857517 -3.487676
H -2.722207 -1.653925 -2.537380
F 0.514260 -7.259754 2.039210
C 0.696602 -6.140971 1.315238
C -0.139526 -5.847884 0.256735
F -1.157580 -6.684086 -0.022078
C 0.087425 -4.724662 -0.518060
F -0.766204 -4.482393 -1.517216
C 1.160415 -3.858673 -0.292626
S 1.261736 -2.280430 -1.116244
C 1.958686 -4.168602 0.808395
F 2.979153 -3.373909 1.134993
C 1.741529 -5.284815 1.597599
F 2.552221 -5.560708 2.636447
F 2.030149 1.463360 0.914743
C 1.870021 0.098311 0.966271
F 3.091245 -0.384769 0.613992
F 1.848362 -0.137322 2.357611

Cartesian forces (eV/Å) of the 2 atoms listed first:
-0.3 0.6 3.2
-0.7 1.3 -3.0



# 3
C21H20ClN5O in the gas phase, computed with ωB97M-V/def2-TZVPD.

Summary:
Energy relative to the best compared isomer or geometry (same formula, charge and spin): 49.00 kcal per mole
Structure (SMILES): C=CCn1cc(-c2n[nH]c3c2CN(C(=O)C2(c4ccccc4Cl)CC2)C3)cn1
Frontier orbital gap: 8.87 eV
Lowest unoccupied orbital energy: 0.504 eV
Spin multiplicity: 1

Geometry (Å):
C 5.259088 -1.717285 2.870899
C 5.762642 -1.224238 1.751411
C 5.869164 -2.003136 0.475769
N 5.191140 -1.334927 -0.621373
C 3.894168 -0.974733 -0.680193
C 3.699838 -0.372373 -1.903796
C 2.460842 0.190051 -2.417907
N 2.378017 0.682653 -3.649450
N 1.104871 1.112069 -3.789646
C 0.392949 0.896186 -2.669604
C 1.212435 0.313610 -1.763189
C 0.490204 0.035558 -0.493900
N -0.853576 0.611729 -0.781041
C -1.843672 0.201834 0.071560
O -1.539152 -0.489383 1.030602
C -3.277967 0.685564 -0.019172
C -3.993062 0.465538 1.284716
C -4.094597 1.491953 2.213703
C -4.740050 1.310352 3.427180
C -5.301930 0.080988 3.730186
C -5.207509 -0.962347 2.822938
C -4.553169 -0.764926 1.618793
Cl -4.435120 -2.110212 0.525544
C -3.687528 1.945638 -0.750143
C -4.128494 0.612421 -1.260862
C -0.984024 1.142033 -2.155935
C 4.966855 -0.433522 -2.522189
N 5.860814 -1.012306 -1.738365
H 5.211968 -1.129783 3.777900
H 4.880871 -2.732429 2.918037
H 6.129353 -0.202957 1.714053
H 6.907033 -2.096396 0.158544
H 5.460652 -3.007348 0.607360
H 3.221866 -1.160532 0.141821
H 0.820625 1.519969 -4.660795
H 0.395201 -1.026279 -0.261073
H 0.920152 0.516900 0.387685
H -3.650214 2.452383 1.982094
H -4.802166 2.128364 4.132678
H -5.810849 -0.072256 4.672635
H -5.630903 -1.932174 3.044862
H -4.416461 2.578160 -0.264981
H -2.944013 2.490695 -1.306240
H -3.720529 0.219858 -2.179340
H -5.156241 0.327470 -1.083365
H -1.220394 2.206710 -2.163921
H -1.745988 0.610764 -2.727807
H 5.246859 -0.069904 -3.496680

Cartesian forces (eV/Å) of the 2 atoms listed first:
0.0 0.0 0.0
0.0 0.0 0.0



# 4
A molecular structure, C21H20F4N2O13S, computed with ωB97M-V/def2-TZVPD.

Summary:
Frontier orbital gap: 8.65 eV
Lowest unoccupied orbital energy: -0.177 eV
Spin multiplicity: 1

Geometry (Å):
C -0.571287 0.435569 4.860973
C -1.800517 -0.099048 4.729975
C -2.776066 0.662403 4.047452
N -4.036825 0.303145 3.812956
S -4.726422 1.515949 3.036921
N -3.499736 2.549891 2.941325
C -2.467148 1.955415 3.539464
C -1.160504 2.479350 3.693987
C -0.237466 1.728250 4.336210
C 1.182226 2.189221 4.499913
C 2.067468 1.391695 3.532037
C 3.066419 2.130799 2.655681
O 3.435310 1.368291 3.788558
H 0.203887 -0.116868 5.373131
H -2.042550 -1.079074 5.107941
H -0.883263 3.448786 3.309930
H 1.272691 3.239219 4.242624
H 1.545030 1.973240 5.503477
H 1.611216 0.504227 3.098107
H 2.920235 3.184762 2.808988
H 2.965709 1.608070 1.714042
C -2.962294 -1.162783 0.076237
C -2.131253 -2.364130 -0.306754
O -0.819767 -1.942036 0.009512
C -0.915827 -1.021844 1.017859
O -0.001422 -0.659920 1.677434
O -2.190686 -0.606844 1.151082
F -2.201727 -2.643184 -1.637323
H -3.022697 -0.440813 -0.736869
H -3.962979 -1.420391 0.412266
H -2.357261 -3.275378 0.250147
C 0.239570 -6.094787 -2.266802
C 0.263471 -4.739141 -2.936346
O -0.715613 -4.883977 -3.950583
C -1.624578 -5.808778 -3.512353
O -2.689446 -5.984124 -3.990632
O -1.123197 -6.487345 -2.452676
F 1.462962 -4.469877 -3.509009
H 0.900596 -6.797262 -2.776038
H 0.488031 -6.060629 -1.209966
H -0.013456 -3.910255 -2.282641
C -0.805227 -1.142605 -4.861654
C -1.814476 -0.442052 -5.746718
O -2.818206 -0.067786 -4.817847
C -2.222810 0.085011 -3.606636
O -2.712687 0.629984 -2.674540
O -0.986432 -0.458635 -3.615980
F -2.346336 -1.266885 -6.676055
H -1.054413 -2.198521 -4.742314
H 0.218826 -1.043540 -5.209558
H -1.439258 0.453702 -6.244347
C 4.800128 3.784967 -0.024931
C 5.036339 4.834597 -1.089548
O 3.719526 5.160055 -1.490431
C 2.890934 4.924621 -0.431438
O 1.779863 5.314740 -0.340716
O 3.533735 4.184598 0.505858
F 5.722004 4.345936 -2.150879
H 4.715468 2.789543 -0.462723
H 5.556484 3.774956 0.754568
H 5.535705 5.737519 -0.734349

Cartesian forces (eV/Å) of the 2 atoms listed first:
0.2 0.1 0.0
0.0 -0.2 0.0